Formula: C17H43NO7S
Source: the OMol25 dataset
Level of theory: the ωB97M-V functional and the def2-TZVPD basis

Calculated values
SMILES string: CCSCOC(=O)OCN.CC(C)O.CC(C)O.CC(C)O.CC(C)O
LUMO (eV): 0.70
Gap between HOMO and LUMO (eV): 9.50
Total energy (a.u.): -1653.1073

Each line ends with the Löwdin charge.
Geometry (Å):
C  4.37  0.83  -2.98  -0.16
C  3.25  0.03  -3.64  -0.55
S  2.09  -0.64  -2.39  0.88
C  0.83  -1.40  -3.49  -0.44
O  -0.45  -1.32  -2.86  -0.05
C  -1.44  -1.63  -3.72  -0.65
O  -1.28  -2.41  -4.57  0.17
O  -2.63  -1.07  -3.58  0.06
C  -2.71  -0.02  -2.60  -0.21
N  -3.59  1.02  -3.17  0.03
H  4.86  1.42  -3.75  0.07
H  4.02  1.48  -2.18  0.06
H  5.12  0.13  -2.60  0.07
H  2.70  0.63  -4.37  0.07
H  3.69  -0.81  -4.19  0.07
H  1.14  -2.43  -3.67  0.09
H  0.81  -0.82  -4.41  0.10
H  -3.25  -0.41  -1.73  0.12
H  -1.76  0.45  -2.35  0.13
H  -3.61  0.87  -4.17  0.07
H  -3.22  1.94  -2.97  0.05
C  2.07  1.02  1.36  -0.07
C  3.10  0.02  1.85  -0.49
C  3.00  -0.20  3.35  -0.06
O  4.41  0.48  1.51  -0.06
H  2.22  2.00  1.84  0.08
H  2.16  1.17  0.29  0.05
H  1.05  0.69  1.59  0.08
H  2.96  -0.93  1.33  0.14
H  3.19  0.73  3.89  0.08
H  3.76  -0.92  3.68  0.06
H  2.02  -0.58  3.63  0.08
H  4.55  1.32  1.97  0.08
C  -7.26  -3.42  -2.16  -0.07
C  -5.84  -3.16  -1.69  -0.50
C  -4.82  -3.56  -2.74  -0.06
O  -5.60  -3.88  -0.48  -0.06
H  -7.41  -4.49  -2.37  0.08
H  -7.98  -3.14  -1.39  0.08
H  -7.49  -2.86  -3.07  0.08
H  -5.73  -2.10  -1.45  0.13
H  -4.89  -4.63  -2.96  0.08
H  -3.81  -3.37  -2.39  0.07
H  -4.97  -3.00  -3.67  0.08
H  -5.70  -4.82  -0.68  0.08
C  -3.56  5.79  -0.19  -0.07
C  -3.97  4.46  -0.79  -0.50
C  -5.25  3.93  -0.16  -0.06
O  -2.92  3.51  -0.62  -0.07
H  -3.36  5.69  0.88  0.08
H  -2.64  6.16  -0.65  0.08
H  -4.34  6.55  -0.32  0.08
H  -4.12  4.58  -1.87  0.14
H  -5.11  3.77  0.91  0.08
H  -5.53  2.97  -0.60  0.08
H  -6.08  4.63  -0.29  0.08
H  -2.78  3.39  0.32  0.09
C  7.69  -1.36  5.52  -0.06
C  6.24  -0.92  5.50  -0.50
C  5.74  -0.60  6.90  -0.06
O  5.43  -1.94  4.92  -0.07
H  7.81  -2.28  6.11  0.08
H  8.03  -1.59  4.51  0.08
H  8.34  -0.59  5.94  0.08
H  6.14  -0.03  4.87  0.14
H  5.80  -1.49  7.54  0.08
H  4.70  -0.29  6.88  0.08
H  6.33  0.19  7.36  0.08
H  5.51  -2.73  5.47  0.09